(1)
Density functional theory data (ωB97M-V with the def2-TZVPD basis set) for C21H42O7 as an isolated structure at a distorted geometry.

LUMO = 0.24 eV
E = -1351.26712 hartree
Gap between HOMO and LUMO = 7.506 eV
E_HOMO = -7.269 eV
Charge = 0

Each line ends with the Löwdin charge.
Cartesian coordinates (Å):
C  -1.34  0.60  -0.32  0.022
C  0.01  -0.05  -0.10  -0.438
O  0.57  -0.06  0.96  -0.154
C  0.68  -0.78  -1.23  -0.020
H  -1.10  1.42  -0.99  0.058
H  -1.65  1.18  0.55  0.072
H  -2.08  -0.16  -0.60  0.058
H  1.41  -0.17  -1.77  -0.063
H  -0.09  -0.95  -1.98  0.117
H  1.24  -1.68  -0.97  0.133
C  -3.56  -1.11  2.41  -0.063
C  -2.93  0.25  2.16  -0.423
O  -3.01  0.76  1.06  -0.014
C  -2.26  0.93  3.33  0.015
H  -3.66  -1.66  1.47  0.040
H  -4.59  -0.99  2.73  0.113
H  -2.98  -1.77  3.06  0.007
H  -1.21  0.70  3.50  0.082
H  -2.67  0.65  4.30  0.090
H  -2.38  2.01  3.20  0.091
C  4.69  -1.27  -0.88  -0.013
C  3.64  -1.09  -2.01  -0.387
O  3.55  -1.96  -2.84  0.072
C  2.70  0.08  -1.97  -0.167
H  5.36  -0.41  -0.77  0.076
H  5.20  -2.23  -0.88  0.082
H  4.07  -1.23  0.01  0.073
H  3.19  1.06  -1.92  0.130
H  2.09  -0.03  -1.07  0.047
H  1.99  0.04  -2.80  0.127
C  -0.09  3.30  -1.89  0.001
C  1.06  2.78  -2.74  -0.384
O  1.46  1.62  -2.64  -0.074
C  1.78  3.68  -3.69  0.011
H  0.31  3.95  -1.10  0.096
H  -0.65  2.47  -1.47  0.041
H  -0.76  3.88  -2.53  0.100
H  2.42  3.11  -4.35  0.098
H  2.50  4.33  -3.20  0.097
H  1.04  4.30  -4.19  0.089
C  3.30  2.16  1.76  0.005
C  2.98  1.61  0.38  -0.286
O  3.81  0.91  -0.28  -0.074
C  1.56  1.92  -0.17  -0.045
H  2.39  2.66  2.10  0.075
H  4.04  2.95  1.75  0.086
H  3.60  1.36  2.44  0.093
H  0.79  1.85  0.60  0.107
H  1.26  1.39  -1.08  0.028
H  1.49  2.97  -0.44  0.078
C  -1.43  -2.55  3.09  -0.034
C  0.06  -2.18  3.13  -0.370
O  0.74  -2.64  4.06  0.011
C  0.65  -1.15  2.14  -0.144
H  -1.85  -2.19  4.03  0.098
H  -1.52  -3.63  3.07  0.109
H  -1.94  -2.06  2.26  0.034
H  0.03  -0.26  2.22  0.091
H  0.48  -1.59  1.15  0.119
H  1.71  -0.95  2.23  0.138
C  -3.73  -1.46  -0.62  -0.042
C  -3.31  -2.43  -1.76  -0.432
O  -2.66  -2.04  -2.75  0.043
C  -3.67  -3.86  -1.58  -0.024
H  -3.95  -0.46  -1.00  0.103
H  -2.97  -1.38  0.15  0.040
H  -4.61  -1.89  -0.14  0.086
H  -4.71  -3.90  -1.25  0.084
H  -3.02  -4.28  -0.81  0.094
H  -3.48  -4.37  -2.52  0.090

(2)
Density functional theory data (ωB97M-V with the def2-TZVPD basis set) for C21H43BO2P2Pb as an isolated structure at a distorted geometry.

LUMO = -7.59 eV
E = -1876.19573 hartree
Gap between HOMO and LUMO = 6.013 eV
E_HOMO = -13.608 eV
Charge = +2

Each line ends with the Löwdin charge.
Cartesian coordinates (Å):
P  0.95  -1.78  -2.06  0.845
P  0.43  2.17  -1.06  1.044
C  0.95  -0.18  -3.01  -0.461
C  1.43  1.06  -2.18  -0.284
H  0.03  0.03  -3.59  -0.033
H  1.73  -0.33  -3.79  0.086
H  2.21  0.74  -1.50  0.093
H  1.82  1.78  -2.93  0.093
C  -1.00  2.67  -2.03  -0.184
H  -1.55  3.46  -1.48  0.094
H  -1.68  1.82  -2.25  0.012
H  -0.59  3.13  -2.94  0.068
C  1.56  3.61  -1.04  -0.131
H  1.16  4.21  -1.88  0.076
H  2.58  3.20  -1.24  0.086
H  1.51  4.17  -0.09  0.073
C  -0.21  -3.07  -2.80  -0.333
H  -0.12  -3.90  -2.06  0.078
H  0.17  -3.43  -3.75  0.034
H  -1.34  -3.00  -3.00  -0.025
C  2.61  -2.26  -2.68  -0.267
H  3.35  -1.44  -2.65  0.059
H  2.59  -2.60  -3.72  0.040
H  3.03  -3.07  -2.08  0.050
Pb  -2.02  -0.99  -2.57  1.425
C  -0.01  1.31  -5.24  -0.136
C  -1.34  1.35  -5.07  -0.164
C  -2.22  0.77  -6.13  -0.178
C  -1.84  -0.67  -6.55  -0.161
C  -1.06  -1.43  -5.52  -0.195
C  0.28  -1.55  -5.60  -0.127
C  1.06  -0.67  -6.49  -0.160
C  0.64  0.83  -6.51  -0.134
C  -1.07  -1.45  -0.31  -0.349
H  0.66  1.74  -4.49  0.084
H  -1.83  1.94  -4.29  0.078
H  -2.18  1.40  -7.02  0.127
H  -3.27  0.79  -5.79  0.114
H  -2.76  -1.25  -6.72  0.125
H  -1.30  -0.62  -7.52  0.127
H  -1.67  -2.06  -4.85  0.021
H  0.86  -2.39  -5.21  0.095
H  0.97  -1.01  -7.52  0.129
H  2.13  -0.74  -6.28  0.116
H  1.52  1.46  -6.70  0.129
H  -0.02  0.97  -7.40  0.121
H  -0.03  -1.17  0.00  -0.052
H  -1.15  -2.53  0.00  0.030
H  -1.65  -0.77  0.39  -0.011
C  -1.74  1.09  3.45  -0.001
C  -0.76  2.05  2.76  -0.452
C  -0.99  3.43  3.38  0.004
O  -1.07  2.20  1.36  0.121
B  0.06  1.73  0.72  -0.747
O  0.98  1.05  1.45  0.123
C  0.74  1.55  2.77  -0.468
C  1.74  2.69  2.98  0.004
C  1.08  0.46  3.77  0.005
H  -1.74  0.07  3.06  0.091
H  -2.77  1.44  3.37  0.102
H  -1.44  1.09  4.51  0.108
H  -2.07  3.61  3.34  0.107
H  -0.61  3.42  4.42  0.115
H  -0.50  4.22  2.80  0.092
H  1.73  3.06  4.02  0.114
H  2.73  2.27  2.74  0.109
H  1.55  3.50  2.26  0.086
H  0.39  -0.39  3.71  0.097
H  2.10  0.12  3.58  0.106
H  1.02  0.92  4.76  0.113